Record 1
Here is a molecular structure, C38H26BrN6O7STc from the Open Molecules 2025 dataset. Energies are from ωB97M-V/def2-TZVPD.

Last column: Mulliken spin population.
Atoms and positions in Å:
Tc (-0.143, 0.276, 0.038)  1.9624
Br (3.043, -6.859, 2.199)  0.0032
C (3.024, -5.329, 3.280)  0.0193
C (4.102, -5.071, 4.116)  -0.0094
C (4.075, -3.953, 4.928)  0.0186
C (2.989, -3.082, 4.881)  0.0271
C (1.909, -3.355, 4.027)  0.0331
C (1.920, -4.483, 3.234)  -0.0087
N (3.036, -2.018, 5.829)  0.0258
N (2.208, -1.123, 5.844)  0.2469
C (1.389, -0.596, 4.908)  0.2319
C (0.000, -0.522, 5.165)  0.0229
C (-0.892, -0.306, 4.148)  0.0915
C (-0.403, -0.062, 2.845)  0.0859
O (-1.127, -0.037, 1.799)  0.1246
C (1.015, 0.190, 2.671)  0.0758
N (1.376, 0.651, 1.449)  0.0366
C (2.664, 0.838, 1.194)  0.0028
C (3.648, 0.573, 2.152)  0.0027
C (3.292, 0.091, 3.385)  0.0213
C (1.931, -0.106, 3.665)  -0.0275
H (4.950, -5.743, 4.132)  -0.0002
H (4.891, -3.733, 5.606)  -0.0002
H (1.045, -2.712, 3.989)  -0.0032
H (1.080, -4.710, 2.587)  0.0016
H (-0.347, -0.767, 6.163)  -0.0039
H (-1.959, -0.379, 4.310)  -0.0012
H (2.916, 1.177, 0.196)  -0.0084
H (4.686, 0.736, 1.897)  -0.0004
H (4.046, -0.131, 4.132)  0.0046
N (-1.829, -0.524, -1.051)  -0.0449
C (-2.868, 0.489, -1.199)  -0.0215
C (-4.052, 0.252, -1.825)  0.0033
C (-5.007, 1.284, -1.964)  -0.0040
C (-4.766, 2.523, -1.447)  0.0045
C (-3.553, 2.788, -0.771)  -0.0096
C (-3.253, 4.033, -0.173)  0.0206
C (-2.047, 4.220, 0.437)  -0.0091
C (-1.121, 3.167, 0.450)  0.0323
N (-1.372, 1.983, -0.067)  -0.0731
C (-2.590, 1.768, -0.670)  0.0392
H (-1.589, -0.909, -1.963)  0.0068
H (-2.151, -1.317, -0.489)  -0.0014
H (-4.259, -0.735, -2.227)  0.0004
H (-5.933, 1.081, -2.486)  -0.0002
H (-5.496, 3.319, -1.548)  0.0000
H (-3.989, 4.828, -0.205)  0.0006
H (-1.792, 5.156, 0.913)  0.0002
H (-0.138, 3.300, 0.885)  -0.0012
O (-0.944, 0.687, -3.724)  0.0004
C (-0.016, -0.131, -4.291)  0.0003
C (-0.343, -0.706, -5.514)  0.0011
C (0.551, -1.550, -6.142)  0.0001
C (1.790, -1.830, -5.566)  0.0002
C (2.113, -1.258, -4.355)  -0.0011
C (1.222, -0.407, -3.695)  -0.0031
C (1.646, 0.140, -2.377)  0.0072
O (2.760, -0.017, -1.934)  0.0062
O (0.701, 0.815, -1.688)  0.0563
H (-0.515, 1.082, -2.942)  0.0044
H (-1.304, -0.467, -5.955)  -0.0001
H (0.285, -1.997, -7.093)  0.0000
H (2.490, -2.485, -6.069)  0.0000
H (3.062, -1.461, -3.876)  0.0002
O (-2.194, -4.859, -0.577)  0.0007
S (-1.047, -4.565, 0.227)  -0.0003
O (-0.961, -5.106, 1.557)  0.0009
N (-0.804, -2.934, 0.303)  0.0184
C (0.422, -2.644, -0.054)  -0.0097
O (0.918, -1.464, 0.071)  0.0013
C (1.221, -3.761, -0.621)  -0.0036
C (2.480, -3.722, -1.187)  -0.0003
C (2.962, -4.893, -1.766)  0.0000
C (2.197, -6.057, -1.775)  0.0002
C (0.933, -6.092, -1.191)  0.0005
C (0.473, -4.927, -0.618)  0.0013
H (3.049, -2.800, -1.197)  0.0003
H (3.940, -4.895, -2.232)  0.0000
H (2.586, -6.950, -2.248)  0.0000
H (0.332, -6.994, -1.198)  0.0000

For the HOMO energy (spin up / spin down), the calculation gives -10.75 / -10.75 eV. The spin multiplicity is 4. The total charge is +1. For the HOMO-LUMO gap (spin up / spin down), the calculation gives 6.8 / 5.4 eV. As for the expectation value of S²: 3.798.

---

Record 2
Here is C2H5BrN2O2 in the gas phase from the Open Molecules 2025 dataset. Energies are from ωB97M-V/def2-TZVPD.

Last column: Mulliken charge in e.
Atoms and positions in Å:
N (0.015, -0.576, 1.464)  -0.3745
C (0.399, -0.067, 0.269)  0.2619
N (-0.357, -0.645, -0.763)  -0.6593
Br (2.422, -0.082, -0.161)  -0.2570
C (0.248, 1.788, 0.179)  0.4793
O (0.148, 2.407, 1.158)  -0.4655
O (0.407, 2.103, -1.095)  -0.3916
H (0.325, -0.007, 2.284)  0.2530
H (-0.401, -1.472, 1.495)  0.1957
H (0.002, -1.598, -0.782)  0.3099
H (-0.113, -0.054, -1.549)  0.3154
H (0.409, 3.010, -1.302)  0.3329

For the HOMO energy, the calculation gives -9.04 eV. The SMILES is NC(N)(Br)C(=O)O. For the HOMO-LUMO gap, the calculation gives 9.5 eV.

---

Max |F| (eV/Å)
0.90 5.63